ORCA calculation (ωB97M-V with the def2-TZVPD basis set) on a cluster of 13 separate species, C74H187N13O24 in total at a distorted geometry.

The calculated total energy comes out at -148263.0301 eV. As for the HOMO-LUMO gap: 8.70 eV. Its charge is 0. The molecular weight is 1643.38 u. The value obtained for the LUMO energy is 0.019 hartree.

Element x y z (Å)
C1 5.22927 -1.93375 4.80850
C2 5.49041 -3.45107 4.34210
C3 5.59869 -3.61116 2.76879
O1 5.75600 -5.02819 2.57098
C4 6.24673 -5.26547 1.24173
N1 6.57948 -4.08145 5.10574
H1 4.45207 -1.55380 4.14541
H2 6.01987 -1.20374 4.63490
H3 4.83455 -1.94631 5.82444
H4 4.58242 -4.00244 4.58630
H5 6.49181 -3.13939 2.35908
H6 4.72897 -3.24510 2.22317
H7 7.16265 -4.70746 1.04726
H8 5.52478 -5.08202 0.44597
H9 6.58294 -6.30232 1.24621
H10 6.77124 -4.89565 4.53970
H11 7.39856 -3.49515 5.17963
C5 -2.41676 -2.38707 3.15980
C6 -2.40546 -3.30815 1.95070
C7 -3.75424 -3.89946 1.63600
O2 -4.30936 -4.58213 2.77699
C8 -5.72276 -4.48820 2.84690
N2 -1.88729 -2.58731 0.80794
H12 -3.24724 -1.68459 3.08960
H13 -1.52321 -1.81811 3.41661
H14 -2.62751 -2.99422 4.04018
H15 -1.73124 -4.14493 2.13325
H16 -3.64813 -4.58560 0.79573
H17 -4.36305 -3.06367 1.29119
H18 -6.05161 -3.51127 3.20127
H19 -5.96811 -5.27254 3.56293
H20 -6.19807 -4.79430 1.91498
H21 -2.57905 -1.88069 0.60238
H22 -1.11730 -1.99997 1.09472
C9 -3.67236 6.27820 4.59544
O3 -3.86018 6.43227 3.20915
C10 -4.64188 7.60007 2.98519
C11 -4.87808 7.82496 1.42984
N3 -3.60204 7.71748 0.64937
C12 -3.78773 7.89429 -0.81073
C13 -2.51629 7.36924 -1.49753
O4 -2.18603 6.04007 -1.15858
C14 -0.88622 5.65878 -1.54918
H23 -4.58677 6.14576 5.17374
H24 -3.01228 7.04572 4.99953
H25 -3.10717 5.38438 4.85953
H26 -4.14974 8.52202 3.29488
H27 -5.56682 7.51940 3.55622
H28 -5.18630 8.84832 1.21575
H29 -5.65386 7.14974 1.06881
H30 -3.18104 6.80031 0.69008
H31 -4.12083 8.87152 -1.16023
H32 -4.56317 7.16935 -1.05820
H33 -1.73816 8.07981 -1.21877
H34 -2.72625 7.36715 -2.56711
H35 -0.78138 5.77619 -2.62776
H36 -0.63947 4.61432 -1.35862
H37 -0.09930 6.26453 -1.09983
C15 6.41536 2.42810 4.79903
O5 5.85432 2.46930 3.49894
C16 4.44744 2.73666 3.43820
C17 4.02548 2.51773 1.99240
N4 4.24955 1.14856 1.51566
C18 3.97863 1.09425 0.08833
C19 4.89614 0.04918 -0.59487
O6 6.26903 0.49723 -0.56730
C20 7.25950 -0.53751 -0.67644
H38 7.41196 2.00698 4.66657
H39 5.92170 1.73356 5.47875
H40 6.52406 3.39624 5.28791
H41 4.13252 3.70584 3.82500
H42 3.97172 1.98859 4.07238
H43 4.63887 3.13648 1.33741
H44 2.98025 2.76727 1.80983
H45 5.23484 0.94899 1.61304
H46 4.23585 2.05385 -0.36012
H47 2.92424 1.04199 -0.18299
H48 4.47950 -0.10512 -1.59022
H49 4.82066 -0.92772 -0.11732
H50 7.18367 -1.05222 -1.63426
H51 7.34891 -1.24265 0.14994
H52 8.15404 0.06476 -0.83506
C21 1.48429 -4.82485 0.67659
O7 2.46847 -4.28264 -0.21964
C22 2.42389 -4.74923 -1.55488
C23 3.47381 -4.05465 -2.40542
N5 4.83100 -4.51525 -2.09884
C24 5.84589 -3.70920 -2.80666
C25 7.27356 -4.02481 -2.30802
O8 7.43547 -3.55177 -1.00472
C26 8.82907 -3.36471 -0.65657
H53 0.48615 -4.38850 0.71431
H54 1.86232 -4.61646 1.67747
H55 1.35939 -5.90394 0.58683
H56 1.44610 -4.60105 -2.01323
H57 2.73250 -5.79460 -1.54775
H58 3.32753 -2.98218 -2.27695
H59 3.18199 -4.27431 -3.43240
H60 4.96988 -4.46524 -1.09969
H61 5.55276 -2.67728 -2.61346
H62 5.84789 -3.95172 -3.86934
H63 7.97357 -3.59771 -3.02613
H64 7.49671 -5.09081 -2.35201
H65 9.25825 -2.49829 -1.15978
H66 9.38719 -4.27407 -0.87946
H67 9.05744 -3.30296 0.40744
C27 1.52971 -3.69736 5.01864
O9 2.06854 -2.58351 5.67703
C28 1.34080 -1.38636 5.40763
C29 2.05935 -0.12678 6.04927
N6 2.01647 -0.30168 7.50763
C30 3.02774 0.55445 8.16358
C31 3.02116 0.44381 9.70459
O10 3.32500 -0.91399 10.11444
C32 3.54267 -1.10360 11.49914
H68 0.59532 -4.11679 5.39158
H69 2.22166 -4.53941 5.03503
H70 1.45931 -3.58462 3.93678
H71 0.31534 -1.51387 5.75445
H72 1.26658 -1.35780 4.32053
H73 1.74218 0.80944 5.58992
H74 3.12006 -0.26354 5.83884
H75 2.23651 -1.28531 7.57214
H76 2.80874 1.60282 7.96095
H77 4.03494 0.28606 7.84481
H78 2.08965 0.70655 10.20595
H79 3.82312 1.07508 10.08728
H80 4.06039 -2.06271 11.51226
H81 2.62033 -1.16512 12.07672
H82 4.09900 -0.34105 12.04424
C33 -1.26941 -2.71513 -9.14381
O11 -2.00236 -1.80268 -8.35674
C34 -2.09727 -2.17783 -6.96488
C35 -2.99690 -1.02287 -6.30476
N7 -4.36567 -1.02665 -6.82066
C36 -5.31558 -0.05991 -6.25133
C37 -4.95076 1.39666 -6.43526
O12 -4.79689 1.72016 -7.83198
C38 -4.88273 3.12053 -8.04552
H83 -1.87431 -3.58894 -9.38601
H84 -0.45187 -3.08346 -8.52410
H85 -0.91483 -2.24020 -10.05859
H86 -1.10409 -2.15993 -6.51614
H87 -2.44074 -3.20755 -6.86585
H88 -2.44121 -0.09969 -6.46921
H89 -3.11029 -1.11313 -5.22444
H90 -4.43051 -0.86462 -7.81547
H91 -5.40112 -0.21954 -5.17648
H92 -6.30200 -0.18968 -6.69657
H93 -4.07518 1.65432 -5.83938
H94 -5.72348 2.03114 -6.00116
H95 -4.79288 3.30561 -9.11593
H96 -4.13350 3.65786 -7.46412
H97 -5.88478 3.41983 -7.73826
C39 -6.11926 4.24198 -0.96012
O13 -6.22996 3.78406 0.37293
C40 -5.02861 4.12801 1.17051
C41 -5.07667 3.20630 2.48802
N8 -4.94243 1.81024 2.08605
C42 -5.23984 0.76446 3.07420
C43 -5.75758 -0.54421 2.49355
O14 -7.00557 -0.38455 1.92285
C44 -7.60885 -1.60514 1.56075
H98 -5.67729 5.22660 -1.11274
H99 -7.10378 4.10436 -1.40718
H100 -5.55942 3.48450 -1.50865
H101 -5.04660 5.18441 1.43847
H102 -4.14259 3.90155 0.57739
H103 -6.01155 3.38208 3.02019
H104 -4.30854 3.59788 3.15490
H105 -5.61623 1.64715 1.35154
H106 -6.05605 1.09003 3.71910
H107 -4.34211 0.68717 3.68755
H108 -5.94345 -1.19273 3.34969
H109 -5.06012 -0.95056 1.76107
H110 -8.57500 -1.38593 1.10623
H111 -7.90408 -2.17602 2.44112
H112 -6.98252 -2.17641 0.87559
C45 -1.60328 1.16378 6.49349
O15 -1.36738 2.43924 5.85803
C46 -0.34744 3.18209 6.56170
C47 -0.03124 4.55027 5.91522
N9 0.39656 4.43718 4.55452
C48 0.47037 5.67960 3.82454
C49 0.78807 5.36723 2.38672
O16 -0.16915 4.46665 1.86537
C50 -1.53639 4.87597 1.81103
H113 -0.68091 0.59370 6.60460
H114 -2.26688 0.52185 5.91412
H115 -2.19078 1.30823 7.40017
H116 0.55374 2.60925 6.78042
H117 -0.72426 3.50283 7.53290
H118 0.60687 5.12706 6.58473
H119 -0.94310 5.14731 5.90248
H120 -0.30650 3.84095 4.14181
H121 1.30569 6.26703 4.20567
H122 -0.47659 6.21901 3.84493
H123 1.77236 4.89896 2.38566
H124 0.81309 6.26997 1.77636
H125 -1.99981 5.00577 2.78904
H126 -2.08659 4.12167 1.24852
H127 -1.66427 5.78997 1.23108
C51 -2.40009 0.92343 -3.51325
O17 -1.59625 1.19976 -2.36351
C52 -2.43055 1.03931 -1.19845
C53 -1.63191 1.26022 0.06836
N10 -2.25993 0.75214 1.29862
C54 -1.36783 0.95221 2.45084
C55 0.18500 0.50627 2.32694
O18 0.31946 -0.86108 1.93704
C56 1.58492 -1.25022 1.56776
H128 -3.11955 0.11195 -3.40380
H129 -1.77860 0.78069 -4.39726
H130 -3.03201 1.76414 -3.79958
H131 -2.95147 0.08376 -1.13794
H132 -3.16382 1.84548 -1.17589
H133 -1.51766 2.33253 0.22708
H134 -0.65872 0.79619 -0.09189
H135 -3.13881 1.21530 1.48069
H136 -1.80936 0.50350 3.34067
H137 -1.28359 2.00508 2.72003
H138 0.72749 0.62145 3.26530
H139 0.65729 1.23603 1.66930
H140 2.42000 -0.96106 2.20583
H141 1.87360 -0.84814 0.59663
H142 1.63336 -2.33164 1.44015
C57 -1.05815 2.86045 -8.16191
O19 -0.60450 3.44047 -6.89725
C58 0.19677 2.50110 -6.18061
C59 0.70533 2.98262 -4.80929
N11 1.89399 3.88752 -5.04525
C60 2.31280 4.52722 -3.81006
C61 2.75573 3.46618 -2.70895
O20 3.48115 4.08487 -1.67009
C62 2.68157 4.90302 -0.82323
H143 -1.62914 1.93563 -8.07949
H144 -0.25126 2.77590 -8.88984
H145 -1.73798 3.58052 -8.61736
H146 0.96970 1.99422 -6.75831
H147 -0.45458 1.67486 -5.89571
H148 0.81359 2.12210 -4.14908
H149 -0.15248 3.51643 -4.40028
H150 1.79407 4.51272 -5.83217
H151 1.54427 5.19219 -3.41601
H152 3.17861 5.12918 -4.08597
H153 3.44697 2.72890 -3.11725
H154 1.94354 2.85365 -2.31747
H155 2.55663 5.85687 -1.33574
H156 3.12295 5.08681 0.15631
H157 1.65749 4.55177 -0.69682
C63 -1.73631 -8.18021 0.13520
O21 -2.13040 -7.50554 -1.08632
C64 -1.47861 -6.26829 -1.28621
C65 -1.83839 -5.56245 -2.61262
N12 -3.09965 -4.85400 -2.58029
C66 -3.31427 -3.92068 -3.65811
C67 -4.56622 -3.11547 -3.52614
O22 -4.43094 -2.02920 -2.59433
C68 -5.68112 -1.52391 -2.10615
H158 -0.66394 -8.37442 0.15550
H159 -2.27106 -9.12997 0.14415
H160 -1.94989 -7.66394 1.07113
H161 -0.39256 -6.36098 -1.28464
H162 -1.67079 -5.62932 -0.42431
H163 -1.92479 -6.25389 -3.45079
H164 -1.02237 -4.88466 -2.86326
H165 -3.18329 -4.39679 -1.68360
H166 -3.27464 -4.51196 -4.57294
H167 -2.48311 -3.21861 -3.59201
H168 -5.41498 -3.73348 -3.23329
H169 -4.83348 -2.62988 -4.46469
H170 -6.30148 -1.31513 -2.97775
H171 -5.46651 -0.62812 -1.52339
H172 -6.16333 -2.22628 -1.42626
C69 3.95181 -5.85234 -6.13447
O23 2.64064 -5.50392 -6.49791
C70 2.52276 -4.40361 -7.40742
C71 2.66403 -3.08261 -6.71942
N13 1.51972 -2.75541 -5.88458
C72 1.79981 -1.60970 -5.03209
C73 0.60333 -1.32104 -4.11002
O24 0.45338 -2.30761 -3.08124
C74 -0.22396 -1.92463 -1.88533
H173 4.40964 -4.95033 -5.72843
H174 4.48609 -6.22612 -7.00793
H175 3.94371 -6.56184 -5.30704
H176 1.66789 -4.49328 -8.07769
H177 3.25315 -4.50176 -8.21053
H178 2.80389 -2.28015 -7.44370
H179 3.50544 -3.04184 -6.02771
H180 1.22135 -3.52918 -5.30807
H181 1.97126 -0.76515 -5.69949
H182 2.71774 -1.64323 -4.44524
H183 -0.38473 -1.30550 -4.57003
H184 0.73286 -0.32895 -3.67750
H185 -1.26960 -1.63145 -1.97912
H186 0.25414 -1.07038 -1.40597
H187 -0.14136 -2.76547 -1.19667

Results of the Löwdin charge analysis, in e, for atoms 1 through 6: number 1, C, carries -0.04; number 2, C, carries -0.37; number 3, C, carries -0.17; number 4, O, carries -0.20; number 5, C, carries -0.08; number 6, N, carries 0.04